Entry 1:
This record from the Open Molecules 2025 dataset describes C14H12EuN3O2S6 as an isolated structure at a distorted geometry. The level of theory is ωB97M-V/def2-TZVPD.

Each line ends with the Mulliken spin population.
Geometry (Å):
H (4.0303, -7.8215, -4.5841)  0.000
H (-2.8193, -16.4547, -6.3862)  0.000
H (2.6114, -11.7488, -3.8320)  0.000
S (-0.3115, -15.4002, -4.0214)  0.000
H (-2.6508, -16.1769, -4.1006)  0.000
H (-1.5356, -17.5331, -3.9748)  0.000
H (4.2570, -17.5000, -11.4090)  0.000
C (3.1227, -11.4068, -5.9096)  0.002
H (4.9987, -10.2032, -8.2034)  -0.002
S (5.3159, -12.9373, -12.3300)  -0.013
N (1.1427, -14.1832, -6.0408)  -0.001
S (5.9596, -10.5888, -10.7547)  -0.015
H (2.9497, -9.4828, -3.1816)  0.000
C (-1.8442, -16.8084, -5.9549)  0.000
C (3.6068, -15.4438, -11.1790)  -0.002
C (3.7360, -16.7239, -10.8332)  0.002
N (1.9131, -13.3539, -5.4445)  0.000
Eu (4.2019, -12.5441, -9.6810)  7.030
H (1.9034, -15.0436, -8.4210)  0.001
C (-1.7067, -16.5629, -4.4585)  0.000
C (2.9444, -11.0207, -4.5667)  -0.001
O (4.1239, -10.7032, -8.0308)  0.003
S (3.0621, -17.0554, -9.2920)  0.000
C (3.6283, -10.3889, -6.7601)  -0.001
C (2.5224, -15.4156, -9.2285)  -0.002
C (3.6714, -8.7829, -5.0457)  0.000
C (3.1383, -9.7332, -4.1743)  0.000
C (3.9045, -9.1013, -6.3608)  0.000
C (6.6027, -11.7836, -11.8491)  0.001
O (2.9161, -13.0977, -7.5610)  0.002
C (0.1844, -14.9825, -5.6745)  0.001
H (3.9149, -15.0064, -12.1124)  -0.003
C (2.6912, -12.6976, -6.3996)  -0.007
S (8.1613, -11.7987, -12.3557)  0.000
H (-1.5835, -17.8747, -6.3230)  0.000
H (4.3206, -8.4190, -7.0768)  0.000
N (2.9203, -14.6556, -10.2432)  0.003
S (-0.6022, -15.8655, -6.9386)  0.000

The value obtained for the gap between HOMO and LUMO (alpha / beta) is 5.91 / 5.96 eV. Its total charge is -1. As for the expectation value of S²: 15.76. The value obtained for the HOMO energy (alpha / beta) is -0.1398 / -0.1419 Ha. Its spin multiplicity is 8.

---

Entry 2:
This record from the Open Molecules 2025 dataset describes C14H12F6IrN2O12S2 as an isolated structure at a distorted geometry. The level of theory is ωB97M-V/def2-TZVPD.

Each line ends with the Mulliken spin population.
Geometry (Å):
F (-1.6884, -2.6992, -3.0248)  0.000
N (1.3573, 1.2038, 1.7758)  0.074
C (0.7896, 1.8586, 2.7850)  -0.014
C (-1.3605, 2.4555, -1.5801)  -0.032
O (-0.7308, 3.6047, 3.1228)  -0.006
O (-0.7784, 2.4551, 1.1952)  0.027
S (0.5334, -2.2735, -1.6560)  -0.001
C (-2.8544, -0.7500, 0.6430)  0.002
H (-2.6028, -0.9607, -0.4008)  0.001
N (1.2283, -1.4880, -2.8366)  -0.003
C (-1.6511, -1.0700, 1.4566)  0.011
H (-2.9956, 3.7047, -2.0309)  0.000
C (-1.5634, -2.4047, 2.1167)  -0.009
H (-1.6622, 3.7768, -3.2083)  0.000
C (-2.2512, 3.1211, -2.5742)  0.010
H (-3.0649, 0.3163, 0.6895)  -0.001
C (-0.3275, 2.7499, 2.3749)  0.012
O (-0.6993, -0.2900, 1.5936)  -0.046
O (1.3682, -3.1783, -0.9449)  0.001
C (-0.6818, -3.3877, -2.4995)  0.001
F (-0.0936, -4.0956, -3.4553)  0.000
H (0.6086, 2.1829, 4.8802)  0.000
O (2.3233, 0.3846, 5.6710)  -0.001
O (-1.7306, 1.3568, -1.0217)  0.005
O (-0.3615, -1.3966, -0.8955)  0.000
C (1.6222, 0.3764, -4.6529)  -0.004
C (2.2611, 0.2782, 2.0532)  0.002
O (3.7748, -1.0899, 0.9305)  0.018
F (1.1123, -0.3466, -5.6406)  0.000
O (-0.2606, 2.9294, -1.2527)  0.171
H (2.9806, -0.3172, 5.7511)  0.000
S (0.6902, -0.0261, -3.1116)  0.033
H (-3.7135, -1.3483, 0.9314)  0.001
Ir (0.1607, 0.9561, -0.0968)  0.583
C (1.1078, 1.6311, 4.0963)  0.001
F (-1.1812, -4.2259, -1.5849)  0.000
F (1.4353, 1.6659, -4.9139)  -0.001
O (1.1914, 0.9827, -2.1457)  0.030
C (2.6593, -0.0303, 3.3284)  0.009
O (-0.6910, 0.0746, -3.4742)  -0.003
H (-0.8729, -2.3767, 2.9569)  0.000
C (2.0589, 0.6515, 4.3851)  -0.005
F (2.9153, 0.1298, -4.5445)  0.000
H (-2.5398, -2.7733, 2.4219)  0.000
H (-1.1520, -3.0800, 1.3574)  0.001
O (1.9336, -0.3232, -0.1405)  0.135
C (2.7470, -0.4662, 0.8562)  -0.004
H (-2.7523, 2.3556, -3.1631)  0.001
H (3.4020, -0.8039, 3.4773)  0.001

The value obtained for the gap between HOMO and LUMO (alpha / beta) is 6.97 / 7.41 eV. Its total charge is 0. As for the expectation value of S²: 1.05. The value obtained for the HOMO energy (alpha / beta) is -0.3667 / -0.3739 Ha. Its spin multiplicity is 2.

---

Entry 3:
This record from the Open Molecules 2025 dataset describes the molecule C14H12FN5S at a distorted geometry. The level of theory is ωB97M-V/def2-TZVPD.

Each line ends with the Mulliken charge.
Geometry (Å):
N (0.6475, 0.5597, -1.3879)  0.543
H (4.1729, -3.9702, -0.3003)  0.424
H (0.9589, 1.8419, -2.8696)  0.240
H (-3.8891, 2.3050, -0.8016)  0.432
N (-1.0171, -0.4062, -0.3351)  0.000
N (0.0322, -1.2128, -0.2578)  -0.838
C (2.6494, -2.4805, -0.5117)  -0.610
C (-2.6490, 0.8131, 3.6017)  -0.364
S (-1.6400, 2.0274, -1.4182)  -0.206
C (2.3535, -1.2348, -1.0719)  1.087
H (-3.8052, -0.9740, 3.2677)  0.425
H (-3.5149, 0.5827, -1.0856)  0.338
C (-3.3728, -0.0846, 2.8375)  -0.571
H (-1.5481, 2.6487, 3.6077)  0.388
C (3.9066, -3.0110, -0.7195)  -0.323
C (1.0440, -0.6550, -0.8893)  -0.159
C (-2.2841, 2.1748, 1.6608)  -0.172
H (1.8900, -2.9856, 0.0613)  0.466
C (4.8253, -2.2939, -1.4767)  -0.591
H (-2.5065, 0.6276, 4.6553)  0.372
H (5.1090, -0.4712, -2.5933)  0.435
F (-4.2671, -0.7058, 0.7583)  -0.351
C (-3.1823, 1.4981, -0.5981)  -0.832
H (5.8175, -2.6747, -1.6601)  0.374
C (4.4354, -1.0705, -1.9943)  -0.206
H (-1.8513, 3.0517, 1.2009)  0.385
N (1.4177, 1.5144, -2.0233)  -1.083
C (-3.5365, 0.1617, 1.4883)  0.616
C (-0.6516, 0.6646, -1.0062)  0.454
C (-2.9970, 1.2833, 0.8702)  0.151
N (3.2369, -0.5482, -1.8015)  -0.601
C (-2.1105, 1.9446, 3.0134)  -0.688
H (2.3263, 1.0797, -2.2209)  0.464

The value obtained for the gap between HOMO and LUMO is 8.58 eV. Its total charge is 0. The value obtained for the HOMO energy is -0.3006 Ha.

---

Entry 4:
This record from the Open Molecules 2025 dataset describes C14H12FeN2O6 as an isolated structure at a distorted geometry. The level of theory is ωB97M-V/def2-TZVPD.

Each line ends with the Mulliken spin population.
Geometry (Å):
H (0.5762, -1.2608, -2.9196)  0.006
H (-0.4114, -0.1738, 0.9182)  0.066
H (-3.4619, 2.6558, -1.6180)  0.001
H (0.2830, -2.6140, 4.5717)  0.003
H (-1.7285, -4.9896, 1.7367)  0.000
H (-0.1574, 1.0786, -3.5224)  -0.001
C (0.4601, -2.1785, 2.4773)  -0.029
O (3.2137, 2.5768, 1.0449)  0.004
H (-2.9016, 1.0452, -1.0180)  -0.002
H (1.1546, -1.3434, 2.6647)  0.011
O (3.5807, 3.8876, -2.9203)  0.074
C (0.4320, -0.5257, -2.1215)  -0.083
C (0.0058, -2.8885, 3.5695)  0.355
H (-0.2247, 2.1581, 0.6327)  -0.003
N (0.1183, -2.4021, 1.2200)  0.403
C (-0.8873, -3.9986, 3.3372)  0.027
C (2.5233, 2.6190, 0.1063)  -0.036
C (-0.6529, -3.4896, 0.8800)  -0.061
O (-1.4757, 2.4789, -1.5697)  -0.014
H (0.7988, -1.9609, -0.5847)  0.053
C (0.4715, 0.0732, 0.2969)  -0.114
C (2.7122, 3.3827, -2.3418)  -0.001
O (-0.9447, -3.8454, -0.2570)  0.164
C (0.5594, -0.9213, -0.8048)  0.455
N (-1.1189, -4.2200, 1.9793)  -0.027
C (0.2518, 1.5305, -0.1402)  0.161
O (0.6568, 5.3414, -0.3210)  0.011
C (-2.7453, 1.8459, -1.7613)  0.013
C (-0.3713, 1.6469, -1.4437)  0.097
O (-1.4352, -4.7329, 4.1640)  0.167
C (0.7108, 4.2575, -0.7401)  0.006
H (1.3298, -0.0032, 0.9869)  0.019
H (-2.8101, 1.4256, -2.7750)  -0.005
Fe (1.4452, 2.7677, -1.2339)  1.855
C (0.0430, 0.7769, -2.4932)  0.427

The value obtained for the gap between HOMO and LUMO (alpha / beta) is 6.23 / 5.14 eV. Its total charge is 0. As for the expectation value of S²: 6.10. The value obtained for the HOMO energy (alpha / beta) is -0.2342 / -0.3250 Ha. Its spin multiplicity is 5.

---

Entry 5:
This record from the Open Molecules 2025 dataset describes C14H12N3O3S2V as an isolated structure at a distorted geometry. The level of theory is ωB97M-V/def2-TZVPD.

Each line ends with the Mulliken spin population.
Geometry (Å):
C (-0.9525, -1.6944, 1.3031)  0.003
S (2.7754, 1.1917, 1.3071)  0.004
V (0.3907, 0.1422, 0.8369)  1.193
H (-0.0995, 2.1498, 3.0957)  0.002
C (-1.4157, -1.4057, -2.6587)  -0.064
H (1.7252, -1.3023, -1.4830)  -0.004
C (-0.8965, 2.2109, 2.3670)  -0.004
C (-0.7362, 1.6041, 1.1449)  -0.070
S (-2.3656, -2.3166, 0.8633)  -0.027
C (0.8404, -1.7525, -1.9750)  -0.057
H (-2.2096, -3.2046, -3.3009)  0.002
H (-2.4771, 2.9056, 3.6295)  0.003
H (2.0747, -3.0882, -3.2218)  0.000
C (-2.1527, 2.6952, 2.6611)  0.069
O (1.9870, 0.6078, 2.3804)  0.004
H (5.0249, 1.2854, 2.0274)  0.000
H (4.2993, -0.3688, 2.2994)  0.000
H (-3.9520, 3.4906, 1.6074)  -0.001
N (-0.4122, -0.0595, -0.9098)  -0.198
C (-0.2939, -1.0529, -1.8451)  -0.045
C (-1.6843, 1.4730, 0.1465)  -0.037
C (4.4536, 0.4335, 1.6338)  0.001
C (-1.3140, -2.6668, -3.3002)  0.042
H (-2.2693, -0.7627, -2.5756)  -0.003
C (-0.0322, -3.2134, -3.6283)  -0.118
C (1.0812, -2.7110, -2.9353)  0.040
H (-3.7169, 1.8863, -0.2042)  0.001
C (-3.0558, 2.8660, 1.6400)  -0.050
N (-1.5571, 0.6954, -1.0001)  0.288
H (-0.1345, -3.9793, -4.3941)  -0.004
O (2.1376, 0.6832, 0.0296)  -0.015
N (0.0916, -1.4004, 1.8803)  -0.038
O (2.9018, 2.6425, 1.3340)  0.000
H (4.9049, 0.0127, 0.7103)  0.000
C (-2.9605, 2.0032, 0.5346)  0.082

The value obtained for the gap between HOMO and LUMO (alpha / beta) is 5.59 / 6.20 eV. Its total charge is +1. As for the expectation value of S²: 0.98. The value obtained for the HOMO energy (alpha / beta) is -0.4533 / -0.4583 Ha. Its spin multiplicity is 2.

---

Entry 6:
This record from the Open Molecules 2025 dataset describes the molecule C14H12O3. The level of theory is ωB97M-V/def2-TZVPD.

Each line ends with the Mulliken charge.
Geometry (Å):
C (3.8136, 0.1329, -0.4439)  0.286
C (3.8111, 1.5461, -0.9053)  -0.534
O (0.4369, 1.5995, -1.6704)  -0.507
C (2.6551, 2.1652, -1.1285)  -0.637
H (2.6036, -1.2802, 2.1967)  0.347
H (4.7672, 2.0121, -1.1058)  0.419
H (-3.7945, -0.8386, -2.3860)  0.362
C (2.5851, -0.3483, 0.2596)  0.718
H (0.4269, -0.1831, 1.8590)  0.303
C (0.1776, -0.1282, 0.7929)  -0.790
C (-2.1004, 0.2605, 0.3152)  0.164
H (3.6976, -2.0088, 0.9934)  0.379
H (-5.5418, -1.1735, -0.6487)  0.380
H (-5.0572, -0.5626, 1.7093)  0.365
C (-4.5741, -0.7730, -0.3785)  -0.465
O (4.7692, -0.5886, -0.6299)  -0.565
C (1.3871, 1.4003, -0.9501)  0.347
H (2.5909, 3.1671, -1.5328)  0.423
H (-1.5942, 0.1115, -1.7558)  0.410
C (2.7231, -1.5504, 1.1468)  -1.534
C (-4.3065, -0.4315, 0.9408)  -0.429
C (-3.5988, -0.5888, -1.3512)  -0.503
H (1.9708, -2.3012, 0.8950)  0.325
H (-2.8374, 0.3656, 2.3138)  0.417
H (-0.1335, -1.1251, 0.4670)  0.501
C (-3.0664, 0.0873, 1.2936)  -0.461
C (1.4259, 0.2950, 0.0614)  0.692
C (-2.3580, -0.0664, -1.0098)  -0.027
O (-0.8790, 0.8052, 0.6523)  -0.386

The value obtained for the gap between HOMO and LUMO is 8.06 eV. Its total charge is 0. The value obtained for the HOMO energy is -0.3347 Ha.

---

Entry 7:
This record from the Open Molecules 2025 dataset describes C14H13BrCoF6O as an isolated structure at a distorted geometry. The level of theory is ωB97M-V/def2-TZVPD.

Each line ends with the Mulliken spin population.
Geometry (Å):
F (1.1453, -0.8712, 3.2699)  -0.001
H (-2.4999, 0.3691, -0.3813)  -0.010
C (-1.9648, -0.3033, -1.0231)  0.082
C (2.3445, 0.7469, -0.6136)  0.069
O (0.3185, 0.3343, 0.8427)  0.032
Br (1.1839, -2.2407, 0.6127)  0.084
C (-1.4678, -0.0020, -2.2990)  0.000
F (0.0187, 0.6649, 4.4407)  0.001
H (-0.3872, -3.1135, -1.8327)  -0.007
C (-1.0105, 1.9605, 2.0375)  -0.005
C (0.6093, 0.4024, 3.2155)  -0.003
H (2.1229, -1.2234, -3.2678)  -0.001
H (-1.9923, -0.3332, 3.3124)  0.001
H (-2.3692, -0.4372, 1.6078)  0.002
C (-0.7982, -1.1558, -2.7869)  0.017
H (3.2928, -1.2335, -0.8790)  -0.011
F (-1.9108, 2.1198, 1.0067)  -0.001
H (1.0709, 2.4584, -1.2361)  -0.003
C (1.3616, 0.7887, -2.6646)  -0.009
C (-0.4204, 0.5215, 2.0493)  0.031
H (-0.3237, -1.2496, -3.7471)  0.008
F (-0.0030, 2.8934, 1.8610)  0.000
Co (0.3766, -0.3968, -0.9670)  2.489
C (2.0679, -0.4368, -2.5361)  0.073
H (-1.5869, 0.9344, -2.8150)  0.006
C (-0.8476, -2.1435, -1.7937)  0.060
C (2.6991, -0.4372, -1.2837)  0.038
C (-1.5332, -0.5125, 2.3167)  0.000
H (-1.1267, -1.5437, 2.3322)  0.000
F (1.6553, 1.2917, 3.0371)  -0.001
H (-1.7204, -2.0964, 0.2506)  -0.021
C (1.5240, 1.5143, -1.4763)  0.044
H (2.6063, 0.9992, 0.3964)  -0.025
F (-1.6648, 2.2406, 3.2255)  0.001
H (0.7917, 1.1012, -3.5208)  0.012
C (-1.5606, -1.6093, -0.6925)  0.048

The value obtained for the gap between HOMO and LUMO (alpha / beta) is 5.53 / 5.08 eV. Its total charge is -2. As for the expectation value of S²: 3.76. The value obtained for the HOMO energy (alpha / beta) is 0.0054 / 0.0212 Ha. Its spin multiplicity is 4.

---

Entry 8:
This record from the Open Molecules 2025 dataset describes C14H13Cl2EuI2N3O3 as an isolated structure at a distorted geometry. The level of theory is ωB97M-V/def2-TZVPD.

Each line ends with the Mulliken spin population.
Geometry (Å):
N (2.1442, 0.9738, -0.9753)  -0.006
C (-2.0991, 1.9242, -0.4910)  -0.007
H (3.6453, 3.0409, 1.1165)  0.000
C (-5.2196, -0.8362, -0.0555)  0.002
O (-1.4492, -1.9260, -1.3436)  0.007
H (3.2603, 3.6069, -0.4236)  0.000
H (-5.4514, 1.8238, 0.0594)  0.000
C (-2.6339, -1.6170, -0.9849)  -0.008
C (4.2383, 0.6945, 0.2216)  0.000
Cl (1.4393, -2.2099, 0.7037)  0.001
C (-4.9345, -2.1628, -0.2412)  0.000
C (2.9528, 2.8633, 0.3329)  -0.003
C (-3.6675, -2.5062, -0.6922)  -0.003
C (5.4493, 1.4071, 0.5926)  0.001
H (-5.6792, -2.9564, 0.0244)  0.000
Cl (1.1563, -5.1962, 1.2155)  0.000
H (6.1456, -0.6412, 0.4937)  0.000
H (5.5988, 1.3336, 1.6639)  0.000
N (-1.8723, 0.6408, -0.7208)  0.014
H (-0.3476, -3.6716, 0.2696)  0.001
O (1.0197, 1.6788, -1.3680)  -0.011
C (-3.4123, 2.4352, -0.2629)  -0.001
N (4.1919, -0.5971, 0.1170)  0.003
C (-2.8835, -0.2297, -0.6627)  -0.014
Eu (0.3191, -0.5395, -1.6827)  7.027
I (-3.3267, -4.5318, -0.9084)  0.000
C (3.0321, 1.4939, -0.1598)  -0.001
C (-4.4495, 1.5089, -0.1443)  0.001
H (-1.2529, 2.5743, -0.4602)  -0.002
C (0.3275, -3.6777, 1.0683)  0.000
H (5.2551, 2.4573, 0.2949)  0.000
H (-3.5618, 3.5182, -0.0393)  0.000
H (-0.2476, -3.3918, 1.9627)  0.000
C (-4.2358, 0.1571, -0.2942)  -0.001
H (6.3194, 1.1811, 0.0825)  0.000
H (1.9617, 3.0540, 0.6975)  0.001
O (5.3956, -1.3138, 0.2628)  0.000
I (-7.1277, -0.3627, 0.7310)  0.000

The value obtained for the gap between HOMO and LUMO (alpha / beta) is 7.07 / 7.31 eV. Its total charge is 0. As for the expectation value of S²: 15.76. The value obtained for the HOMO energy (alpha / beta) is -0.2673 / -0.2761 Ha. Its spin multiplicity is 8.

---

For each record above, in turn, the calculated E values are -3954.9498, -3052.8728, -1312.5006, -2365.1479, -2670.6595, -766.3548, -5172.4675, -3157.3024 a.u..